(1)
Below is 2 unconnected molecules or ions with the total composition C4H12 at a distorted geometry, with properties calculated with ωB97M-V/def2-TZVPD.

Computed properties:
Electronic energy (eV): -4341.496
Highest occupied orbital energy (eV): -11.2
SMILES: CC.CC
Orbital gap (eV): 12.3
Total charge: 0
Energy relative to the best compared isomer or geometry (same formula, charge and spin) (eV): 1.0325

```
16
Properties=species:S:1:pos:R:3:lowdin_charge:R:1
C 1.34948 -1.37695 0.96377 -0.143
C 0.28182 -2.39978 1.59945 -0.127
H 1.03292 -0.32841 0.92161 0.042
H 2.31983 -1.38789 1.39335 0.034
H 1.55683 -1.60188 -0.07639 0.048
H 0.37835 -2.44695 2.67010 0.044
H -0.66242 -2.09409 1.27602 0.020
H 0.36011 -3.46573 1.20751 0.079
C -0.50026 1.28616 -1.48022 -0.228
C -1.24339 2.47426 -0.99387 -0.207
H -0.21964 1.41305 -2.58279 0.086
H 0.54143 1.10323 -1.05969 0.081
H -1.21418 0.55361 -1.36081 0.027
H -1.09073 2.41755 0.14213 0.084
H -2.29863 2.47940 -1.35021 0.078
H -0.59152 3.37442 -1.26996 0.082
```

(2)
Below is a molecular structure, C4H13N3O at a distorted geometry, with properties calculated with ωB97M-V/def2-TZVPD.

Computed properties:
Electronic energy (eV): -10871.274
Highest occupied orbital energy (eV): -7.0
Orbital gap (eV): 5.1
Total charge: 0
Energy relative to the best compared isomer or geometry (same formula, charge and spin) (eV): 6.4033

```
21
Properties=species:S:1:pos:R:3:lowdin_charge:R:1
C 1.60376 -1.60972 0.68997 -0.288
C 0.19719 -1.18561 0.96795 -0.173
C -0.15716 -0.14614 -0.05784 -0.475
C -0.95563 -0.54116 -1.09132 -0.142
N -1.53605 0.34473 -2.01734 0.037
N 0.34743 1.06761 0.21061 0.012
N 2.51948 -0.58882 0.64047 0.083
H 1.71337 -2.21922 -0.20748 0.135
H 1.95379 -2.39515 1.74196 0.018
H -0.46324 -2.04769 0.95185 0.112
H 0.15766 -0.77871 1.98423 0.126
H -1.30723 -1.57016 -1.11478 0.100
H -0.96448 0.48056 -2.84193 0.078
H -1.76080 1.23901 -1.58846 0.046
H 2.17241 0.17790 1.22815 0.087
H 0.49403 1.56360 -0.67350 0.044
H 2.58337 -0.16985 -0.28814 0.115
H 2.15858 -2.90886 2.37766 0.165
H -2.44750 2.81745 1.04391 0.031
H -1.24298 2.03338 0.46680 -0.018
O -2.10426 2.44337 0.22731 -0.094
```

(3)
Below is C5H11N3 in the gas phase at a distorted geometry, with properties calculated with ωB97M-V/def2-TZVPD.

Computed properties:
Electronic energy (eV): -9830.201
Highest occupied orbital energy (eV): -8.2
SMILES: CC1=NN(C)N(C)C1
Orbital gap (eV): 9.2
Total charge: 0
Energy relative to the best compared isomer or geometry (same formula, charge and spin) (eV): 3.7053

```
19
Properties=species:S:1:pos:R:3:lowdin_charge:R:1
C 0.36279 0.16450 2.72454 -0.036
C 0.16890 0.11013 1.29080 -0.406
N -0.22177 1.13106 0.70517 0.160
N -0.39038 0.84504 -0.81249 -0.179
C 0.39111 1.65159 -1.75011 -0.099
N 0.04682 -0.57480 -0.95658 -0.196
C -1.16609 -1.29062 -1.40184 -0.097
C 0.57126 -0.97292 0.34415 -0.142
H 1.30480 0.63581 2.80468 0.079
H 0.39065 -0.72805 3.33701 0.085
H -0.29170 0.76594 3.26448 0.063
H -0.07595 1.40246 -2.83964 0.129
H 0.08388 2.66389 -1.53232 0.060
H 1.43636 1.50520 -1.62789 0.053
H -1.77538 -0.51085 -2.01494 0.100
H -0.85953 -2.05711 -2.19164 0.087
H -1.70896 -1.65307 -0.49902 0.077
H 1.63624 -1.13646 0.32354 0.105
H 0.09696 -1.95175 0.83208 0.157
```

(4)
Below is C10H13NO2 in the gas phase at a distorted geometry, with properties calculated with ωB97M-V/def2-TZVPD.

Computed properties:
Electronic energy (eV): -16164.512
Highest occupied orbital energy (eV): -8.7
SMILES: COc1cccc(CNC(C)=O)c1
Orbital gap (eV): 9.4
Total charge: 0
Energy relative to the best compared isomer or geometry (same formula, charge and spin) (eV): 2.1880

```
26
Properties=species:S:1:pos:R:3:lowdin_charge:R:1
C -1.92711 -0.72945 -2.55437 -0.145
O -1.05659 -1.81830 -2.39128 -0.125
C 0.13358 -1.40697 -1.68010 -0.209
C 1.16603 -2.31725 -1.66715 -0.044
C 2.25299 -2.03661 -0.85024 -0.076
C 2.31856 -0.84848 -0.04468 -0.043
C 1.29691 0.11624 -0.11045 -0.234
C 1.27968 1.29738 0.77800 -0.138
N 0.28759 1.15492 1.84807 0.050
C -0.91328 1.71948 1.73265 -0.607
C -1.85098 1.43940 2.83689 -0.028
O -1.21629 2.44113 0.76890 0.004
C 0.28908 -0.10002 -1.06350 0.031
H -2.78553 -1.14975 -3.21241 0.117
H -1.34836 0.13826 -3.08478 0.115
H -2.26359 -0.25716 -1.56156 0.101
H 1.02080 -3.24467 -2.24204 0.127
H 3.07562 -2.79986 -0.88202 0.115
H 3.13040 -0.82990 0.69301 0.104
H 2.22313 1.49177 1.33860 0.131
H 0.93772 2.21845 0.15502 0.157
H 0.52180 0.58911 2.68871 0.160
H -1.86407 2.52303 3.51425 0.166
H -1.34860 0.77145 3.59646 0.066
H -2.85857 0.96337 2.61078 0.100
H -0.50093 0.67443 -1.21675 0.102
```

(5)
Below is a molecular structure, C13H19F5GeOPdSSi at a distorted geometry, with properties calculated with ωB97M-V/def2-TZVPD.

Computed properties:
Electronic energy (eV): -108131.448
Highest occupied orbital energy (spin up / spin down) (eV): 0.2 / -1.0
Orbital gap (spin up / spin down) (eV): 4.9 / 6.1
Total charge: -2
<S²>: 2.010
Spin multiplicity: 3

```
42
Properties=species:S:1:pos:R:3:lowdin_spin:R:1
Pd 0.89486 0.44926 -0.04666 0.742
F -3.59849 2.88640 4.45177 0.001
C -2.47650 2.32774 3.90743 0.005
C -2.14246 2.54047 2.56764 0.000
F -2.98808 3.26180 1.78888 -0.001
C -0.96309 2.05749 2.05884 0.005
F -0.67766 2.29486 0.74735 0.003
C -0.01209 1.34293 2.84270 0.014
S 1.54646 0.98351 2.27630 0.083
C -0.42404 1.09153 4.17550 0.008
F 0.38290 0.39246 5.01369 0.004
C -1.60231 1.57138 4.69733 0.001
F -1.91828 1.34269 6.00455 0.000
C -0.86111 -3.15445 2.08009 0.000
Si -0.54908 -2.21674 0.42513 0.004
C -1.31717 -3.43541 -0.87579 0.001
C 1.35630 -2.37814 0.09628 0.017
O -1.08432 -0.75674 0.36844 0.026
H -0.62949 -4.21406 1.99869 0.000
H -1.90622 -3.07043 2.36143 0.000
H -0.27154 -2.74371 2.89267 0.000
H -1.14031 -4.47624 -0.60425 0.000
H -0.90898 -3.28008 -1.87216 0.000
H -2.39318 -3.29462 -0.93681 0.000
H 1.75786 -3.38034 0.23274 0.002
H 1.90089 -1.70028 0.77095 0.003
H 1.57641 -2.06692 -0.93154 0.008
C 2.37291 0.86146 -4.54744 0.021
Ge 1.49428 1.05407 -2.70178 0.154
C 0.80312 2.93472 -2.76052 0.011
C -0.21803 -0.01043 -2.82138 0.056
C 2.54121 0.82948 -1.13426 0.738
H 1.70491 1.18155 -5.34012 0.003
H 2.66576 -0.16557 -4.74835 0.001
H 3.26943 1.47459 -4.59509 0.001
H 0.12654 3.09906 -3.59798 0.000
H 1.61816 3.65235 -2.83861 0.001
H 0.26695 3.13026 -1.83394 0.001
H -0.89174 0.37355 -3.58538 0.007
H -0.71842 0.05119 -1.84984 0.007
H -0.03219 -1.06297 -3.02146 0.000
H 3.44581 0.22232 -1.11503 0.073
```

(6)
Below is 2 unconnected molecules or ions with the total composition C6H16OSi3 at a distorted geometry, with properties calculated with ωB97M-V/def2-TZVPD.

Computed properties:
Electronic energy (eV): -32156.891
Highest occupied orbital energy (spin up / spin down) (eV): -7.7 / -8.9
Orbital gap (spin up / spin down) (eV): 8.3 / 6.5
Total charge: 0
<S²>: 2.003
Spin multiplicity: 3

```
26
Properties=species:S:1:pos:R:3:lowdin_spin:R:1
C 2.37573 -0.57167 -1.02588 0.000
C 1.36576 -0.82316 -0.16648 0.000
C 3.39023 0.51315 -0.88401 0.000
C 1.07690 0.10894 0.98458 0.000
C 3.45828 0.97719 0.57957 0.000
C 1.99838 1.37537 0.98507 0.000
O -0.72780 -2.34633 0.75620 0.000
Si -4.37106 1.13381 0.60157 0.285
Si -3.98557 0.60603 -1.66702 1.478
Si -0.22013 -1.90234 -0.70967 0.004
H 2.40872 -1.27796 -1.81832 0.000
H 4.43927 0.42188 -1.11228 0.000
H 2.87713 1.28187 -1.45021 0.000
H 0.05602 0.53320 0.75006 0.000
H 1.07783 -0.42031 1.91069 0.000
H 3.88410 0.30629 1.27063 0.000
H 3.89879 1.99975 0.65697 0.000
H 1.62658 2.06362 0.16542 0.000
H 2.09253 1.89294 2.02949 0.000
H -1.65552 -2.50524 0.80493 0.000
H -3.99318 2.50924 0.83846 0.030
H -5.55887 0.67773 1.31860 0.005
H -3.37418 0.33310 1.43813 0.038
H -2.53912 0.27742 -1.38867 0.156
H -1.05862 -1.06379 -1.67286 0.003
H 0.23201 -3.18318 -1.53704 0.000
```

- Which value of electronic energy does entry 4 give?
  -16164.512 eV